C32H48ClGeHgN3O3PS as an isolated structure, computed with the ωB97M-V functional and the def2-TZVPD basis.

Results
DFT total energy = -137910.8242 eV
<S²> = 0.784
Gap between HOMO and LUMO (alpha / beta) = 3.59 / 4.85 eV

Structure (ORCA input):
```
! wB97M-V def2-TZVPD RIJCOSX def2/J DEFGRID3
* xyz -2 2
Hg 1.818 0.636 -0.309
Cl 3.598 -6.295 1.992
C 3.382 -4.563 1.716
C 3.736 -3.674 2.716
C 3.573 -2.313 2.453
C 3.080 -1.795 1.240
O 3.065 -0.499 1.094
C 2.668 -2.755 0.223
C 2.068 -2.477 -1.029
N 1.697 -1.300 -1.566
C 1.486 -1.174 -2.908
C 2.037 -2.057 -3.867
C 1.963 -1.786 -5.220
C 1.384 -0.612 -5.679
C 0.820 0.286 -4.765
C 0.313 1.582 -5.190
C -0.106 2.471 -4.267
C -0.084 2.180 -2.861
N 0.080 0.797 -2.488
C 0.787 -0.038 -3.405
C 2.861 -4.134 0.518
H 4.128 -4.027 3.661
H 3.843 -1.588 3.214
H 1.881 -3.375 -1.631
H 2.592 -2.921 -3.526
H 2.400 -2.484 -5.928
H 1.372 -0.371 -6.737
H 0.351 1.833 -6.245
H -0.424 3.464 -4.570
H -0.848 2.667 -2.264
H 2.585 -4.867 -0.233
C -3.700 2.074 -2.823
Ge -2.807 0.299 -2.955
C -4.185 -0.953 -2.220
C -2.729 -0.141 -4.886
C -1.087 0.178 -1.891
H -4.705 2.026 -3.249
H -3.126 2.833 -3.354
H -3.785 2.383 -1.779
H -5.158 -0.751 -2.673
H -4.283 -0.846 -1.138
H -3.919 -1.989 -2.437
H -3.736 -0.172 -5.307
H -2.252 -1.112 -5.034
H -2.142 0.604 -5.421
H -0.879 -0.873 -1.686
H -1.308 0.667 -0.938
C -0.559 -0.953 3.670
C 0.010 0.409 4.066
C -0.941 1.099 5.043
P 0.554 1.343 2.513
C 2.029 2.254 3.210
C 1.917 2.922 4.582
C 2.578 3.231 2.169
C -0.760 2.606 2.098
C -2.039 1.842 1.719
C -1.078 3.777 3.026
H -0.690 -1.587 4.555
H 0.106 -1.454 2.974
H -1.534 -0.841 3.187
H 0.963 0.225 4.575
H -1.912 1.273 4.577
H -0.553 2.051 5.406
H -1.104 0.451 5.911
H 2.743 1.425 3.295
H 1.203 3.745 4.579
H 2.896 3.332 4.854
H 1.632 2.213 5.361
H 1.879 4.046 1.973
H 2.760 2.729 1.218
H 3.525 3.656 2.518
H -0.337 3.019 1.174
H -2.706 1.728 2.578
H -1.795 0.844 1.345
H -2.587 2.369 0.934
H -1.469 3.453 3.991
H -1.838 4.408 2.552
H -0.198 4.399 3.192
C -0.878 -4.482 0.577
C -1.080 -2.986 0.583
C -2.490 -2.513 0.307
O -0.182 -2.221 0.798
H -1.614 -4.973 1.217
H 0.131 -4.716 0.915
H -1.009 -4.860 -0.440
H -3.163 -2.893 1.079
H -2.837 -2.890 -0.657
H -2.516 -1.425 0.300
O 0.608 3.537 -0.594
S 1.490 3.218 -1.787
N 2.539 2.156 -1.490
*
```